(1)
{
  "formula": "CH3N2O",
  "method": "ωB97M-V with the def2-TZVPD basis set",
  "elements": ["C", "N", "N", "O", "H", "H", "H"],
  "positions_angstrom": [[-0.6056, 0.5448, -0.2158], [-2.7551, -0.3926, -0.0310], [-1.8050, 0.0992, -0.0497], [-0.1079, -1.5117, 0.2162], [-0.1033, 1.1239, 0.5789], [-0.4094, 0.8012, -1.3953], [0.2249, -1.9618, -0.4938]],
  "homo_lumo_gap_ha": [0.3455, 0.3523],
  "charge": 1,
  "lumo_energy_ev": [-8.449, -7.650],
  "e_tot_ha": -224.16370
}

---

(2)
{
  "formula": "CH3N2O",
  "method": "ωB97M-V with the def2-TZVPD basis set",
  "elements": ["C", "N", "N", "O", "H", "H", "H"],
  "positions_angstrom": [[-1.5862, -0.2388, -0.0316], [3.6054, 0.4842, -0.1704], [2.5488, 0.1850, -0.1103], [-0.5547, 0.4484, 0.0323], [-2.6357, 0.2691, -0.1053], [-1.6796, -1.2781, 0.1374], [0.3020, 0.1302, 0.2480]],
  "homo_lumo_gap_ha": 0.4222,
  "charge": 1,
  "lumo_energy_ev": -7.375,
  "e_tot_ha": -224.33665
}

---

(3)
{
  "formula": "CH3N2O2",
  "method": "ωB97M-V with the def2-TZVPD basis set",
  "elements": ["C", "N", "N", "O", "O", "H", "H", "H"],
  "positions_angstrom": [[0.1378, 0.2660, -0.5361], [0.0192, -0.9727, -0.7137], [-0.0496, 0.8006, 1.0352], [-0.1943, -0.1455, 1.7182], [0.0078, 1.9481, 1.2032], [0.3428, 0.9915, -1.2423], [0.1283, -1.4696, -1.5558], [-0.3921, -1.4184, 0.0913]],
  "homo_lumo_gap_ha": 0.3796,
  "charge": 1,
  "lumo_energy_ev": -7.028,
  "smiles": "[NH2+]=C[N+](=O)[O-]",
  "e_tot_ha": -299.45864
}

---

(4)
{
  "formula": "CH3N2O2",
  "method": "ωB97M-V with the def2-TZVPD basis set",
  "elements": ["C", "N", "N", "O", "O", "H", "H", "H"],
  "positions_angstrom": [[-0.6517, -0.4137, 0.1121], [-1.7390, 0.3272, -0.1111], [3.6396, 0.2472, -0.4618], [0.4801, 0.0356, 0.0668], [3.4282, 0.3083, 0.5989], [-0.8281, -1.5884, 0.4310], [-2.5416, -0.2790, -0.3408], [-1.7876, 1.3630, -0.2949]],
  "homo_lumo_gap_ha": [0.1683, 0.1684],
  "charge": 1,
  "lumo_energy_ev": [-9.271, -9.270],
  "e_tot_ha": -299.49974
}

---

(5)
{
  "formula": "CH3N2OS",
  "method": "ωB97M-V with the def2-TZVPD basis set",
  "elements": ["C", "N", "N", "O", "S", "H", "H", "H"],
  "positions_angstrom": [[0.8828, 0.8091, -0.1454], [0.7946, 0.2602, 0.9778], [-1.1523, -1.3326, 0.0291], [-1.0606, -1.7436, -1.1718], [-1.6322, 0.2581, 0.1845], [0.1454, 0.8098, -0.8355], [0.4490, -0.6411, 1.1908], [1.5733, 1.5802, -0.2296]],
  "homo_lumo_gap_ha": 0.2641,
  "charge": -1,
  "lumo_energy_ev": 4.127,
  "e_tot_ha": -622.71692
}

---

(6)
{
  "formula": "CH3N2PS",
  "method": "ωB97M-V with the def2-TZVPD basis set",
  "elements": ["C", "N", "N", "P", "S", "H", "H", "H"],
  "positions_angstrom": [[-1.8898, 0.0352, 0.0270], [-3.0294, -0.0045, 0.1261], [1.1581, -1.0975, 0.0320], [0.0899, -0.0995, -0.7462], [0.9264, 1.7224, 0.1536], [1.4923, -1.9900, -0.3493], [1.1227, -1.2717, 1.0275], [0.1297, 2.7057, -0.2707]],
  "homo_lumo_gap_ha": 0.3597,
  "lumo_energy_ev": 0.219,
  "smiles": "N#CP(N)S",
  "e_tot_ha": -888.92871
}

---

Please write out number 6 again, unchanged.
{
  "formula": "CH3N2PS",
  "method": "ωB97M-V with the def2-TZVPD basis set",
  "elements": ["C", "N", "N", "P", "S", "H", "H", "H"],
  "positions_angstrom": [[-1.8898, 0.0352, 0.0270], [-3.0294, -0.0045, 0.1261], [1.1581, -1.0975, 0.0320], [0.0899, -0.0995, -0.7462], [0.9264, 1.7224, 0.1536], [1.4923, -1.9900, -0.3493], [1.1227, -1.2717, 1.0275], [0.1297, 2.7057, -0.2707]],
  "homo_lumo_gap_ha": 0.3597,
  "lumo_energy_ev": 0.219,
  "smiles": "N#CP(N)S",
  "e_tot_ha": -888.92871
}

---

Number 4 is which compound? CH3N2O2

---

Copy entry 3 word for word.
{
  "formula": "CH3N2O2",
  "method": "ωB97M-V with the def2-TZVPD basis set",
  "elements": ["C", "N", "N", "O", "O", "H", "H", "H"],
  "positions_angstrom": [[0.1378, 0.2660, -0.5361], [0.0192, -0.9727, -0.7137], [-0.0496, 0.8006, 1.0352], [-0.1943, -0.1455, 1.7182], [0.0078, 1.9481, 1.2032], [0.3428, 0.9915, -1.2423], [0.1283, -1.4696, -1.5558], [-0.3921, -1.4184, 0.0913]],
  "homo_lumo_gap_ha": 0.3796,
  "charge": 1,
  "lumo_energy_ev": -7.028,
  "smiles": "[NH2+]=C[N+](=O)[O-]",
  "e_tot_ha": -299.45864
}